DFT (wB97M-V/def2-TZVPD) results for an isolated molecule of C11H20N2O5.

Properties
Lowest unoccupied orbital energy   0.31 eV
Frontier orbital gap   9.729 eV
Relative energy (zero: lowest compared OMol25 entry of this formula, charge and spin)   27.5 kcal/mol
Energy   -24949.7223 eV

Element x y z (Å)
N: 0.40151 0.57970 -0.28248
H: 4.19010 -3.17564 -1.16556
C: 1.14427 -0.55211 0.14412
H: 3.66687 -3.73383 0.39904
O: -3.62073 0.85828 1.95148
H: 0.74704 -4.02756 -2.11412
H: 2.31136 -1.50536 2.07181
C: -1.57780 1.63514 -1.41788
H: 2.26166 -4.85401 -1.61244
H: 0.46001 -1.76077 -1.45579
C: -2.70874 1.64636 1.62204
H: 2.37982 -3.55639 -2.86128
H: -0.91834 1.84809 -2.28174
H: -1.92115 3.63856 -1.10792
C: -2.89374 2.65825 0.56336
H: -3.86971 2.50334 0.03622
H: -1.37387 0.91473 2.68788
H: 3.87980 -2.02730 0.13609
C: 1.45694 -1.47894 -1.07947
C: -0.88682 0.41580 -0.65662
H: -2.87156 0.61632 -2.70223
C: 3.54758 -2.94822 -0.30471
C: 2.05572 -2.82601 -0.73339
H: 0.67776 -1.14189 0.92085
O: -1.41235 1.60127 1.98992
O: 2.94354 0.90149 0.59856
C: 2.40033 -0.11178 0.85716
N: -2.91457 1.21884 -1.85775
O: 2.96021 -0.84904 1.82970
H: 1.42966 -3.19791 0.09703
H: -0.86189 2.98536 0.14488
H: -2.99220 3.64072 0.99588
O: -1.51720 -0.62453 -0.52847
H: 0.96850 1.34039 -0.60973
C: -1.75058 2.77074 -0.47969
C: 1.87132 -3.87765 -1.90735
H: 2.05651 -0.93833 -1.86564
H: -3.40758 0.75240 -1.10662

What are the natural (NBO) partial charges on each atom? They are as follows, in elementary charge units: number 1, N, carries -0.62; number 2, H, carries 0.21; number 3, C, carries -0.15; number 4, H, carries 0.21; number 5, O, carries -0.59; number 6, H, carries 0.21; number 7, H, carries 0.48; number 8, C, carries -0.14; number 9, H, carries 0.21; number 10, H, carries 0.24; number 11, C, carries 0.78; number 12, H, carries 0.21; number 13, H, carries 0.21; number 14, H, carries 0.22; number 15, C, carries -0.54; number 16, H, carries 0.25; number 17, H, carries 0.50; number 18, H, carries 0.21; number 19, C, carries -0.41; number 20, C, carries 0.68; number 21, H, carries 0.37; number 22, C, carries -0.62; number 23, C, carries -0.22; number 24, H, carries 0.21; number 25, O, carries -0.68; number 26, O, carries -0.57; number 27, C, carries 0.78; number 28, N, carries -0.84; number 29, O, carries -0.65; number 30, H, carries 0.18; number 31, H, carries 0.22; number 32, H, carries 0.25; number 33, O, carries -0.64; number 34, H, carries 0.42; number 35, C, carries -0.40; number 36, C, carries -0.60; number 37, H, carries 0.21; number 38, H, carries 0.38

=====

DFT (wB97M-V/def2-TZVPD) results for a structure of composition C11H20N2OPRu.

Properties
Total charge   +1
Lowest unoccupied orbital energy (alpha / beta)   -2.55 / -4.58 eV
Multiplicity   5
Frontier orbital gap (alpha / beta)   8.197 / 6.104 eV
Energy   -28618.6788 eV

Element x y z (Å)
C: 0.37744 -1.01265 -3.00496
C: -0.71794 1.79885 1.03334
N: 1.08056 -1.29879 1.74155
H: -1.00127 -1.37346 3.53356
N: -0.20880 0.65877 1.80443
C: -1.20215 -1.94358 -4.41374
H: 1.29636 -0.83095 -2.44989
C: -0.12815 -0.74985 3.76123
O: 0.82055 -0.01577 -0.10907
C: -1.74407 -0.72427 -3.90597
H: 0.08321 2.58392 0.88369
C: -0.35465 0.64355 3.24026
H: 0.36981 1.33481 3.69878
H: 1.73222 -2.02531 -0.09826
C: -0.76834 -0.14532 -3.00765
H: -1.11829 1.37906 0.04417
H: -0.02790 -0.71260 4.85263
H: 0.22195 4.91462 -1.53584
H: -1.69934 -2.62827 -5.10087
C: 0.09482 -2.12687 -3.85607
H: 0.76136 -2.97053 -4.03274
H: 1.18025 -2.44863 3.45191
H: -1.36289 0.99309 3.46876
H: 3.02054 -1.88201 1.12584
H: -0.83113 0.80095 -2.41718
C: 1.96350 -2.14523 0.96480
Ru: 0.29281 1.90499 -0.90481
H: -2.71598 -0.29500 -4.14488
H: 1.81268 -3.19238 1.25664
C: 0.56941 -0.20989 1.11840
P: -0.58709 3.74651 -1.56854
H: -1.06185 3.77127 -2.92137
H: 2.01486 -0.88764 3.58154
H: -1.72414 4.20353 -0.82721
C: 1.11490 -1.39021 3.18509
H: -1.55329 2.27531 1.55242

What are the natural (NBO) partial charges on each atom? They are as follows, in elementary charge units: number 1, C, carries -0.12; number 2, C, carries -0.40; number 3, N, carries -0.41; number 4, H, carries 0.22; number 5, N, carries -0.43; number 6, C, carries -0.31; number 7, H, carries 0.22; number 8, C, carries -0.42; number 9, O, carries -0.74; number 10, C, carries -0.04; number 11, H, carries 0.21; number 12, C, carries -0.21; number 13, H, carries 0.20; number 14, H, carries 0.24; number 15, C, carries -0.37; number 16, H, carries 0.21; number 17, H, carries 0.24; number 18, H, carries 0.04; number 19, H, carries 0.24; number 20, C, carries -0.19; number 21, H, carries 0.23; number 22, H, carries 0.23; number 23, H, carries 0.22; number 24, H, carries 0.20; number 25, H, carries 0.15; number 26, C, carries -0.41; number 27, Ru, carries 0.48; number 28, H, carries 0.22; number 29, H, carries 0.22; number 30, C, carries 0.80; number 31, P, carries 0.18; number 32, H, carries 0.04; number 33, H, carries 0.20; number 34, H, carries 0.02; number 35, C, carries -0.21; number 36, H, carries 0.26

=====

DFT (wB97M-V/def2-TZVPD) results for the ion C11H20N3 with charge +1.

Properties
Total charge   +1
Lowest unoccupied orbital energy   -2.42 eV
Frontier orbital gap   9.444 eV
Relative energy (zero: lowest compared OMol25 entry of this formula, charge and spin)   5.2 kcal/mol
Energy   -16195.0491 eV

Element x y z (Å)
N: 0.22780 1.44928 -0.56464
H: -4.61748 0.09172 -1.36983
C: 0.49672 0.53209 -1.64419
H: 1.66599 -0.15891 1.33954
H: 1.62343 2.79730 -1.28069
H: -1.91658 -1.74845 1.23786
H: 2.51475 -2.47529 0.44270
C: -1.69240 0.19676 0.14743
N: 0.79207 -1.41161 -0.13133
N: -3.46989 -1.11222 -0.04988
H: 1.53364 -1.31215 -2.10367
H: -0.45742 0.13958 -2.01122
H: 0.39420 2.05742 2.14849
H: 0.80423 3.30217 0.18724
C: 0.70044 -0.56417 1.06005
H: 0.97264 1.07422 -2.46248
C: 1.40321 -0.64874 -1.24713
H: 0.22702 -1.07482 1.88756
H: -0.19191 -1.60369 -0.39467
C: 1.49072 -2.68135 0.13082
C: -2.62670 0.81266 -0.72425
H: -1.18287 2.55892 1.52112
C: -2.25363 -0.99913 0.54541
C: -0.55946 1.70365 1.76999
H: 0.98814 -3.22530 0.92876
H: -1.05654 1.13941 2.55316
C: -3.70670 -0.01844 -0.81633
H: -2.49759 1.76180 -1.20370
C: 1.24686 2.44932 -0.32154
H: 2.38317 -0.29305 -0.92324
H: -4.11831 -1.86987 0.09366
H: 2.09132 2.08408 0.27369
C: -0.39753 0.83317 0.54173
H: 1.51148 -3.30336 -0.76379

What are the natural (NBO) partial charges on each atom? They are as follows, in elementary charge units: number 1, N, carries -0.47; number 2, H, carries 0.23; number 3, C, carries -0.23; number 4, H, carries 0.22; number 5, H, carries 0.22; number 6, H, carries 0.21; number 7, H, carries 0.23; number 8, C, carries -0.17; number 9, N, carries -0.39; number 10, N, carries -0.49; number 11, H, carries 0.23; number 12, H, carries 0.22; number 13, H, carries 0.22; number 14, H, carries 0.22; number 15, C, carries -0.30; number 16, H, carries 0.24; number 17, C, carries -0.24; number 18, H, carries 0.22; number 19, H, carries 0.46; number 20, C, carries -0.41; number 21, C, carries -0.30; number 22, H, carries 0.24; number 23, C, carries -0.11; number 24, C, carries -0.64; number 25, H, carries 0.23; number 26, H, carries 0.23; number 27, C, carries -0.03; number 28, H, carries 0.24; number 29, C, carries -0.41; number 30, H, carries 0.22; number 31, H, carries 0.43; number 32, H, carries 0.17; number 33, C, carries 0.25; number 34, H, carries 0.23

=====

DFT (wB97M-V/def2-TZVPD) results for a structure of composition C11H20N4PSr.

Properties
Total charge   -1
Lowest unoccupied orbital energy (alpha / beta)   2.63 / 2.77 eV
Frontier orbital gap (alpha / beta)   2.991 / 2.742 eV
Relative energy (zero: lowest compared OMol25 entry of this formula, charge and spin)   0.0 kcal/mol
Energy   -27809.3198 eV

Element x y z (Å)
C: 0.89597 -3.30991 -2.78282
N: 0.13016 2.90378 -0.48528
H: 1.69957 -3.72017 -3.53282
C: -1.05046 -2.09929 -2.08534
H: -1.80154 2.59514 -1.30652
H: 0.15831 1.26982 -1.81838
H: 1.32183 -3.91291 2.31647
H: -1.54995 3.35424 2.17667
Sr: 1.28272 -1.50143 -1.04182
H: -1.68392 0.23793 -0.62212
N: 0.30034 0.51688 0.20809
C: -1.33790 2.87528 -0.35838
C: 0.54868 -3.96780 -1.58541
P: 1.12024 -2.56863 1.85136
H: 0.41606 4.32485 1.06546
H: -1.49485 -0.12302 1.16938
C: -0.01568 -2.23308 -3.14940
H: -1.49523 1.65534 2.73969
H: 1.11993 -4.86971 -1.28881
H: 2.02945 -1.96808 2.81306
H: -1.71681 3.86115 -0.05784
H: -0.09382 -2.38721 2.65390
N: -1.76328 1.89505 0.67018
C: -1.23792 0.56385 0.33662
C: -0.41977 -3.36079 -0.69847
H: 0.13413 -1.73909 -4.13803
H: 1.89893 1.08147 1.49479
H: -0.77048 -3.90721 0.17293
C: 0.79589 1.01592 1.53801
C: 0.61954 1.58441 -0.86407
H: -1.90209 -1.33062 -2.11234
C: 0.71797 3.31240 0.80338
H: 0.45790 0.32112 2.32066
N: 0.30784 2.36389 1.85822
H: 1.72231 1.66029 -0.92601
H: 1.82181 3.26252 0.71348
C: -1.16591 2.34361 1.95152

What are the natural (NBO) partial charges on each atom? They are as follows, in elementary charge units: number 1, C, carries -0.49; number 2, N, carries -0.47; number 3, H, carries 0.22; number 4, C, carries -0.58; number 5, H, carries 0.20; number 6, H, carries 0.21; number 7, H, carries 0.01; number 8, H, carries 0.19; number 9, Sr, carries 0.85; number 10, H, carries 0.22; number 11, N, carries -0.57; number 12, C, carries -0.08; number 13, C, carries -0.45; number 14, P, carries -0.09; number 15, H, carries 0.19; number 16, H, carries 0.20; number 17, C, carries -0.50; number 18, H, carries 0.20; number 19, H, carries 0.21; number 20, H, carries -0.02; number 21, H, carries 0.19; number 22, H, carries -0.04; number 23, N, carries -0.47; number 24, C, carries -0.09; number 25, C, carries -0.60; number 26, H, carries 0.22; number 27, H, carries 0.21; number 28, H, carries 0.19; number 29, C, carries -0.10; number 30, C, carries -0.13; number 31, H, carries 0.19; number 32, C, carries -0.09; number 33, H, carries 0.20; number 34, N, carries -0.48; number 35, H, carries 0.21; number 36, H, carries 0.20; number 37, C, carries -0.08

=====

DFT (wB97M-V/def2-TZVPD) results for an isolated molecule of C11H20NO4PS2.

Properties
Lowest unoccupied orbital energy   -0.16 eV
Frontier orbital gap   8.660 eV
Energy   -52370.5410 eV

Element x y z (Å)
H: -2.96424 -2.71100 0.60499
O: 0.45301 3.13720 -1.78427
O: 3.86072 3.22435 0.06271
H: 1.45620 -4.61483 0.89098
C: -0.80600 1.09443 1.77794
C: 0.45362 -4.85680 0.55127
H: 2.89954 1.73069 -1.58236
H: 0.80840 3.05476 1.55111
P: 2.71452 2.37925 -0.34697
H: 2.39499 5.19930 -0.23669
S: -1.60512 -0.50016 1.60986
C: -0.38152 -1.52357 0.89507
H: 0.09680 1.00507 2.37672
O: 1.27471 3.37461 -3.88446
C: 1.22557 3.72082 -2.74980
C: -0.54649 1.78420 0.44129
H: 0.66267 5.43558 -0.75361
H: -1.60019 -3.95549 -1.80258
C: -2.21802 -2.68003 -0.19325
H: -0.02498 1.11018 -0.23304
H: -1.51105 2.01601 -0.00341
H: -2.33161 -1.76605 -0.76742
H: 2.39145 1.40444 0.60497
C: 0.22911 3.10350 0.63029
S: 1.22166 -1.19650 0.96809
C: 1.55664 4.81498 -0.80140
H: -1.49017 -4.41212 1.39641
C: 1.15060 3.38256 -0.54473
H: -0.16462 -3.55363 2.13920
H: -3.34560 -3.69050 -1.73002
H: 0.21310 -5.88967 0.78603
H: -0.48418 3.92452 0.70346
O: 1.92966 4.72096 -2.20011
H: -2.58832 -4.78614 -0.58651
H: 0.44143 -4.71479 -0.52593
C: -0.55787 -3.89232 1.18356
C: -2.45222 -3.85675 -1.13432
N: -0.84614 -2.71253 0.33979
H: -1.51610 1.69546 2.34714

What are the natural (NBO) partial charges on each atom? They are as follows, in elementary charge units: number 1, H, carries 0.18; number 2, O, carries -0.51; number 3, O, carries -1.08; number 4, H, carries 0.22; number 5, C, carries -0.54; number 6, C, carries -0.62; number 7, H, carries -0.07; number 8, H, carries 0.22; number 9, P, carries 1.48; number 10, H, carries 0.25; number 11, S, carries 0.31; number 12, C, carries -0.08; number 13, H, carries 0.24; number 14, O, carries -0.55; number 15, C, carries 0.96; number 16, C, carries -0.41; number 17, H, carries 0.19; number 18, H, carries 0.22; number 19, C, carries -0.22; number 20, H, carries 0.22; number 21, H, carries 0.22; number 22, H, carries 0.21; number 23, H, carries -0.06; number 24, C, carries -0.42; number 25, S, carries -0.09; number 26, C, carries -0.10; number 27, H, carries 0.19; number 28, C, carries -0.08; number 29, H, carries 0.21; number 30, H, carries 0.22; number 31, H, carries 0.21; number 32, H, carries 0.22; number 33, O, carries -0.48; number 34, H, carries 0.20; number 35, H, carries 0.22; number 36, C, carries -0.21; number 37, C, carries -0.62; number 38, N, carries -0.48; number 39, H, carries 0.23

=====

DFT (wB97M-V/def2-TZVPD) results for a cluster of 3 separate species, C11H21Br4FN in total.

Properties
Total charge   +1
Lowest unoccupied orbital energy   -3.77 eV
Frontier orbital gap   8.522 eV
Energy   -296119.4796 eV

Element x y z (Å)
C: 2.52564 -0.72235 0.06305
H: 4.74909 -4.16573 -3.00680
H: 0.73928 1.55468 -0.46306
H: 0.69243 0.19540 -1.57846
Br: -0.54917 3.91237 2.31147
H: -1.79710 -2.23537 0.80465
H: 1.17602 0.25279 1.43241
C: -1.66542 0.68345 0.86005
H: -1.48308 1.27324 -1.12426
H: -1.09665 -1.58746 -1.33543
C: -1.80513 -0.88007 -0.91243
H: 3.72374 -5.65112 -1.35816
C: 1.14593 -0.30332 0.48684
H: -2.48533 4.90432 3.51574
H: -1.50594 1.57893 1.45663
H: 2.47023 -1.21664 -0.91000
C: 3.09317 -4.94341 -1.89062
H: 2.55178 -5.45349 -2.68088
H: 4.30265 -3.18104 -1.59873
C: 3.92035 -3.79609 -2.40782
C: -2.92501 5.29911 1.44867
H: -2.83141 -0.28736 2.19240
H: -1.45777 6.15749 2.78577
Br: -2.10982 6.08641 -0.12193
N: -2.37019 -0.28715 1.28916
C: -1.97152 5.21761 2.61058
H: -2.58024 -0.67545 -1.64957
H: 2.95029 -1.42332 0.78055
F: 0.37826 -1.46557 0.76628
H: 3.17898 0.14670 -0.03518
H: -3.43717 -1.81259 0.28044
Br: 1.75429 -4.33323 -0.62023
C: 0.41455 0.51569 -0.57152
H: -3.28728 4.31968 1.14995
Br: 2.89893 -2.60608 -3.55587
C: -2.41528 -1.45077 0.37198
H: -3.77153 5.92878 1.71323
C: -1.12056 0.45098 -0.49886

What are the natural (NBO) partial charges on each atom? They are as follows, in elementary charge units: number 1, C, carries -0.65; number 2, H, carries 0.24; number 3, H, carries 0.24; number 4, H, carries 0.24; number 5, Br, carries -0.04; number 6, H, carries 0.25; number 7, H, carries 0.17; number 8, C, carries 0.30; number 9, H, carries 0.27; number 10, H, carries 0.26; number 11, C, carries -0.42; number 12, H, carries 0.24; number 13, C, carries 0.21; number 14, H, carries 0.24; number 15, H, carries 0.25; number 16, H, carries 0.23; number 17, C, carries -0.44; number 18, H, carries 0.24; number 19, H, carries 0.23; number 20, C, carries -0.45; number 21, C, carries -0.46; number 22, H, carries 0.44; number 23, H, carries 0.24; number 24, Br, carries 0.02; number 25, N, carries -0.40; number 26, C, carries -0.43; number 27, H, carries 0.23; number 28, H, carries 0.24; number 29, F, carries -0.40; number 30, H, carries 0.23; number 31, H, carries 0.23; number 32, Br, carries -0.02; number 33, C, carries -0.43; number 34, H, carries 0.21; number 35, Br, carries -0.01; number 36, C, carries -0.23; number 37, H, carries 0.24; number 38, C, carries -0.30